1.
63
Properties=species:S:1:pos:R:3:forces:R:3 method="wB97M-V/def2-TZVPD" charge=+3 homo_lumo_gap_ha="0.2462 / 0.2461" homo_ev="-17.58 / -17.58" relative_energy_kcal_mol=0.00
Sc 0.38897 -0.83886 0.80640 -0.424 0.758 1.290
P -0.59491 1.33578 2.09893 -0.413 1.394 0.515
P -2.20188 -1.42300 0.45705 -1.637 -0.491 -0.242
P 2.59466 0.60258 0.55591 1.647 1.238 0.192
H 1.77592 -3.11464 -2.27026 0.324 0.201 0.526
C 1.83200 -2.13891 -1.76237 1.568 -2.520 -2.709
C 0.68882 -1.90861 -0.90149 -0.630 1.182 -0.708
H -0.22045 -1.68477 -1.48610 0.148 -0.561 0.191
C -1.04053 2.72433 0.98568 0.027 -0.058 -0.251
C -2.12077 1.19346 3.10762 -0.062 -0.320 0.020
C 0.47039 2.16345 3.34728 0.198 -0.145 0.028
C -2.54488 -2.77257 -0.74192 0.239 -0.042 0.033
C -3.11220 -2.05584 1.92096 0.251 0.109 0.142
C -3.34217 -0.14502 -0.19747 0.169 0.261 -0.009
C 3.94252 0.19552 -0.61491 -0.178 -0.391 -0.215
C 3.55143 0.59910 2.13165 -0.199 -0.186 0.143
C 2.46305 2.39879 0.18544 -0.385 0.071 -0.084
H 2.83861 -1.99447 -1.35316 -0.314 0.290 -0.497
H 0.49890 -2.80043 -0.23172 -0.014 -0.099 -0.858
H -1.52029 3.52445 1.56914 0.156 -0.221 -0.217
H -1.73220 2.37234 0.20858 0.072 0.151 0.213
H -0.15216 3.11982 0.47798 -0.267 -0.035 0.191
H -2.35983 2.17837 3.53767 0.089 -0.332 -0.145
H -1.95244 0.47840 3.92451 -0.104 0.226 -0.104
H -2.97258 0.84264 2.51422 0.178 0.166 0.198
H -0.06331 3.03033 3.76489 0.156 -0.272 -0.133
H 1.42380 2.49941 2.92508 -0.287 -0.026 0.139
H 0.68851 1.45804 4.16139 -0.064 0.231 -0.104
H -3.63137 -2.90884 -0.84128 0.316 0.005 0.091
H -2.08861 -3.70249 -0.37812 -0.169 0.136 -0.192
H -2.12184 -2.53511 -1.72607 -0.160 -0.141 0.251
H -4.18297 -2.12194 1.68107 0.304 -0.038 0.105
H -2.97444 -1.39193 2.78386 -0.139 -0.253 -0.187
H -2.73496 -3.05680 2.17288 -0.165 0.217 -0.020
H -4.35245 -0.57459 -0.26430 0.287 0.162 0.019
H -3.01099 0.16314 -1.20034 -0.183 -0.071 0.400
H -3.36221 0.73945 0.45085 -0.113 -0.208 -0.250
H 4.66256 1.02579 -0.64559 -0.219 -0.297 0.067
H 3.52717 0.02953 -1.61544 0.233 0.178 0.121
H 4.45627 -0.71942 -0.29675 -0.023 0.180 -0.089
H 4.41467 1.27575 2.04839 -0.254 -0.202 0.005
H 3.92103 -0.41885 2.32361 -0.013 0.273 -0.022
H 2.93509 0.91168 2.98513 0.221 -0.056 -0.215
H 3.47121 2.82326 0.07659 -0.296 -0.156 0.081
H 1.92718 2.94623 0.96922 0.205 -0.126 -0.238
H 1.91901 2.53091 -0.76142 0.188 0.047 0.217
C 0.65289 -0.60686 -4.00551 0.164 1.071 -0.708
C 0.78964 0.85350 -4.33447 0.726 -1.332 1.143
C -0.12768 1.59421 -3.42875 -1.297 0.565 -0.501
C -1.35475 1.04750 -3.14730 0.610 1.387 0.477
C -1.64456 -0.31031 -3.43819 0.813 -1.076 -0.943
C -0.60075 -1.16925 -3.78273 -0.968 -0.238 0.256
S 2.17073 -1.26972 -3.84719 0.161 -1.836 2.577
H 1.88240 0.95444 -4.20531 -0.816 1.369 -0.275
H 0.51168 1.03739 -5.38165 -0.142 0.219 -0.069
H 0.12482 2.62839 -3.18060 -0.386 -0.194 -0.260
H -2.15018 1.64643 -2.70495 0.338 0.020 -0.004
H -2.67003 -0.68774 -3.35762 0.403 0.099 0.079
H -0.71530 -2.25179 -3.83659 -0.121 0.260 0.037
N 0.73493 -1.93660 2.69927 0.084 -0.204 0.161
H 1.24026 -2.80724 2.52557 -0.009 -0.051 0.353
H -0.13615 -2.18613 3.17766 0.242 -0.046 0.007
H 1.29070 -1.39170 3.36510 -0.065 -0.241 -0.020

---

2.
65
Properties=species:S:1:pos:R:3:forces:R:3 method="wB97M-V/def2-TZVPD" charge=+1 homo_lumo_gap_ha=0.2676 homo_ev=-10.97
C 3.42281 0.00837 2.37644 -0.090 0.148 0.177
C 2.38302 -0.85167 2.44562 -0.042 -0.242 -0.640
C 2.46772 -2.20459 1.76288 -0.175 1.077 -0.722
S 1.01058 -3.25436 1.99800 0.395 -0.137 -0.181
P -0.86409 -2.23684 1.45590 -1.329 -0.949 -0.937
C -1.82095 -1.90005 2.97818 0.357 0.303 0.345
C -0.49096 -0.68791 0.56310 0.314 0.340 0.491
H 3.91111 0.35689 3.28277 -1.112 1.498 0.051
H 3.84074 0.37455 1.44139 1.072 -1.428 -0.108
H 1.43042 -0.61274 2.91751 0.646 -0.552 1.643
H 3.29292 -2.74841 2.21954 -0.124 -0.223 0.012
H 2.68270 -2.17566 0.68852 -0.161 -0.110 -0.046
H 0.98569 -3.35916 3.34220 0.000 0.337 0.071
H -2.12471 -0.85426 3.02483 0.122 0.050 0.037
H -2.71630 -2.51365 2.90853 0.016 -0.058 -0.039
H -1.30927 -2.16224 3.90430 0.043 0.087 0.008
H 0.56625 -0.43386 0.48921 0.012 -0.033 -0.062
H -0.99291 0.14283 1.05712 0.034 0.035 0.096
H -0.91784 -0.79954 -0.43193 0.125 -0.101 -0.062
C -2.04766 -3.36975 -1.78405 -0.064 0.145 -0.209
O -1.54145 -2.76421 -2.94888 0.039 -0.231 -0.076
C -0.13192 -2.77133 -3.06869 -0.018 0.210 0.077
C 0.34338 -3.21598 -4.43632 0.046 0.084 -0.178
O 0.08787 -4.56535 -4.75906 0.117 -0.117 0.087
C -1.24471 -4.99254 -4.99816 -0.108 -0.092 0.067
C -1.90276 -4.42525 -6.23549 -0.195 0.023 -0.047
O -2.18359 -3.04399 -6.10462 0.277 0.037 0.099
C -1.84279 -2.26115 -7.22894 -0.134 0.015 0.001
H -2.06220 -2.65385 -0.95541 -0.066 -0.152 0.051
H -3.06911 -3.68889 -1.98880 -0.022 0.061 0.009
H -1.46429 -4.25023 -1.49386 0.020 0.025 0.044
H 0.32041 -3.41666 -2.30389 -0.058 -0.054 -0.013
H 0.23195 -1.74444 -2.91394 0.130 -0.055 0.039
H 1.43397 -3.13434 -4.42528 0.002 0.000 -0.004
H -0.01628 -2.53748 -5.21233 -0.170 -0.009 0.091
H -1.87688 -4.84157 -4.12044 -0.013 0.158 -0.053
H -1.16396 -6.07110 -5.14952 0.039 0.002 -0.003
H -2.84933 -4.96131 -6.38091 0.065 -0.094 -0.079
H -1.26709 -4.61576 -7.10651 0.030 0.039 0.012
H -0.89154 -2.57895 -7.66827 -0.007 -0.004 -0.007
H -1.74138 -1.22972 -6.89291 -0.049 0.005 0.004
H -2.62333 -2.30256 -7.99506 0.051 -0.030 -0.053
C -1.54001 2.64364 2.23019 0.012 -0.015 0.057
O -0.55992 3.13515 3.10390 0.103 0.147 -0.100
C 0.73316 2.58303 2.96449 -0.120 -0.102 0.162
C 1.81678 3.64026 2.92749 0.134 0.092 0.159
O 1.81209 4.47755 1.79278 0.078 -0.111 -0.170
C 0.77169 5.43018 1.62293 -0.124 0.036 -0.098
C 0.74488 6.55650 2.63074 -0.153 0.121 0.066
O 0.36531 6.10835 3.91829 0.204 -0.225 -0.029
C 1.15269 6.61072 4.97729 -0.122 0.057 0.030
H -1.99761 1.72225 2.61979 0.002 -0.028 -0.066
H -2.31918 3.39925 2.14314 -0.038 -0.028 0.050
H -1.13302 2.45772 1.22906 -0.009 0.003 -0.012
H 0.80743 1.96521 2.05907 -0.084 0.055 -0.047
H 0.92593 1.94157 3.83803 0.100 -0.084 -0.088
H 2.76928 3.10346 2.87449 0.006 0.006 -0.003
H 1.83076 4.21432 3.85603 -0.191 0.003 -0.016
H -0.20542 4.94730 1.55669 0.007 -0.005 0.165
H 0.96946 5.88141 0.64840 0.039 -0.018 -0.002
H 0.00666 7.29097 2.28455 0.099 0.067 -0.071
H 1.72411 7.04591 2.65783 0.019 -0.036 0.028
H 2.21393 6.64520 4.70942 -0.002 0.011 -0.002
H 1.03091 5.93764 5.82527 -0.047 0.017 0.009
H 0.82589 7.61107 5.27731 0.071 0.030 -0.017

---

Number 1: largest force on an atom 0.0781 hartree/bohr. Number 2: largest force on an atom 0.0366 hartree/bohr.